5
Properties=species:S:1:pos:R:3 method="wB97M-V/def2-TZVPD" charge=0 multiplicity=1 de_lowest_kj_mol=732.8
O 2.895 0.296 -0.471
O 1.092 -1.516 -0.429
F 1.993 0.708 0.458
S 0.594 -0.800 0.652
H -0.593 -0.292 0.053

86
Properties=species:S:1:pos:R:3 method="wB97M-V/def2-TZVPD" charge=0 s_squared=15.760 multiplicity=8 energy_ev=-89587.7545
Eu 0.320 0.801 0.499
C -3.205 0.819 0.056
C -2.548 2.174 -0.200
O -1.435 1.917 -1.042
C -1.108 2.882 -2.024
C 0.279 2.532 -2.501
O 1.096 2.493 -1.345
C 2.497 2.484 -1.547
C 2.964 1.109 -1.963
O 2.491 0.201 -0.984
C 2.367 -1.152 -1.422
C 1.124 -1.346 -2.269
O -0.030 -0.831 -1.627
C -0.947 -1.812 -1.122
C -2.278 -1.152 -0.909
O -2.203 -0.185 0.144
H -3.889 0.581 -0.762
H -3.771 0.842 0.988
H -2.197 2.624 0.730
H -3.253 2.851 -0.688
H -1.110 3.885 -1.594
H -1.814 2.833 -2.855
H 0.644 3.292 -3.200
H 0.262 1.558 -3.001
H 2.933 2.743 -0.583
H 2.791 3.238 -2.283
H 4.056 1.075 -2.015
H 2.563 0.857 -2.949
H 2.307 -1.743 -0.512
H 3.252 -1.447 -1.994
H 1.007 -2.411 -2.487
H 1.218 -0.827 -3.227
H -0.578 -2.190 -0.173
H -1.061 -2.625 -1.847
H -3.014 -1.918 -0.645
H -2.582 -0.655 -1.829
S -2.011 0.253 -4.321
C -3.290 -0.019 -5.330
N -4.456 0.647 -5.338
C -5.551 0.102 -6.132
C -4.883 -0.667 -7.264
S -3.320 -1.273 -6.551
H -4.606 1.355 -4.637
H -6.176 0.907 -6.513
H -6.169 -0.562 -5.525
H -4.656 -0.025 -8.113
H -5.482 -1.510 -7.596
C -0.056 0.802 3.830
C 0.402 2.168 3.386
C 0.882 3.186 4.183
C 1.100 4.297 3.324
C 0.732 3.888 2.058
C 0.713 4.737 0.819
N 0.306 2.580 2.072
H -0.628 0.896 4.756
H 0.782 0.127 4.025
H -0.702 0.328 3.093
H 1.045 3.140 5.253
H 1.459 5.280 3.601
H 0.571 5.786 1.091
H -0.107 4.449 0.164
H 1.635 4.680 0.230
N 0.634 -1.237 1.373
C 1.220 -1.998 2.179
C 0.523 -3.195 2.809
C 0.425 -3.318 4.194
C -0.280 -4.369 4.769
C -0.883 -5.327 3.962
C -0.780 -5.221 2.580
C -0.087 -4.158 2.013
C 2.670 -1.788 2.599
C 3.256 -0.529 2.467
C 4.587 -0.321 2.791
C 5.371 -1.377 3.243
C 4.807 -2.636 3.379
C 3.464 -2.835 3.068
H 0.903 -2.574 4.826
H -0.358 -4.443 5.848
H -1.425 -6.154 4.407
H -1.243 -5.968 1.943
H -0.009 -4.075 0.933
H 2.664 0.301 2.120
H 5.013 0.672 2.702
H 6.414 -1.214 3.494
H 5.408 -3.466 3.733
H 3.027 -3.820 3.187

16
Properties=species:S:1:pos:R:3 method="wB97M-V/def2-TZVPD" charge=0 multiplicity=1 de_lowest_kj_mol=231.8
C 0.765 -1.838 -0.879
C 0.915 -1.898 0.445
C 0.467 -0.797 1.337
H 1.315 -2.458 -1.570
H 0.310 -0.962 -1.319
H 1.196 -2.836 0.879
H -0.461 -0.897 1.887
H 1.164 -0.659 2.172
H 0.485 0.087 0.699
C -0.363 2.096 -1.201
C -1.438 1.724 -0.496
O -1.517 1.549 0.855
H -0.511 2.070 -2.283
H 0.624 2.209 -0.802
H -2.254 1.290 -1.062
H -0.699 1.321 1.339

89
Properties=species:S:1:pos:R:3 method="wB97M-V/def2-TZVPD" charge=0 s_squared=6.013 multiplicity=5 de_lowest_kj_mol=0.0
Rh 0.301 0.363 -0.068
C 0.293 5.267 0.721
Si 0.973 3.597 0.220
C 2.249 3.144 1.513
C 1.736 3.710 -1.484
C -0.414 2.354 0.173
Si -1.757 2.432 -1.142
C -3.261 1.547 -0.470
C -2.257 4.212 -1.462
C -1.187 1.751 -2.796
H 1.109 5.994 0.814
H -0.207 5.198 1.693
H -0.428 5.657 -0.004
H 3.249 3.478 1.216
H 2.288 2.066 1.684
H 2.000 3.616 2.469
H 2.675 4.269 -1.463
H 1.054 4.210 -2.183
H 1.944 2.708 -1.881
H -0.862 2.244 1.172
H -3.872 2.247 0.111
H -2.972 0.722 0.187
H -3.890 1.136 -1.268
H -2.542 4.712 -0.529
H -3.117 4.252 -2.143
H -1.439 4.783 -1.918
H -0.438 0.961 -2.708
H -0.755 2.555 -3.402
H -2.035 1.329 -3.348
Te 2.916 -0.567 0.015
C 3.488 -1.101 -1.957
C 2.863 -0.556 -3.075
C 3.297 -0.908 -4.347
C 4.349 -1.802 -4.503
C 4.971 -2.345 -3.386
C 4.540 -1.998 -2.112
C 4.369 0.984 0.067
C 4.567 1.830 -1.017
C 5.524 2.833 -0.941
C 6.276 2.996 0.217
C 6.074 2.150 1.299
C 5.121 1.141 1.225
H 2.029 0.123 -2.956
H 2.808 -0.484 -5.217
H 4.680 -2.082 -5.496
H 5.795 -3.040 -3.506
H 5.027 -2.423 -1.242
H 3.983 1.710 -1.922
H 5.683 3.489 -1.789
H 7.021 3.782 0.275
H 6.657 2.273 2.204
H 4.962 0.484 2.073
C -0.222 -1.272 2.480
O 0.712 -0.484 1.776
H -0.736 -0.684 3.252
H 0.287 -2.104 2.977
H -0.991 -1.695 1.830
C -7.896 -0.478 -3.492
C -7.178 -1.135 -2.339
C -7.896 -1.529 -1.215
C -7.248 -2.084 -0.121
C -5.882 -2.286 -0.168
C -5.147 -1.914 -1.292
N -3.747 -2.147 -1.242
C -2.981 -2.726 -2.232
C -3.572 -3.609 -3.153
C -2.819 -4.234 -4.124
C -1.446 -4.006 -4.225
C -0.856 -3.134 -3.335
C -1.597 -2.489 -2.338
C -0.873 -1.548 -1.455
O -1.361 -1.143 -0.351
O 0.265 -1.113 -1.806
C -5.785 -1.298 -2.379
C -5.024 -0.724 -3.550
H -8.975 -0.509 -3.340
H -7.670 -0.967 -4.444
H -7.603 0.571 -3.594
H -8.970 -1.382 -1.195
H -7.813 -2.381 0.756
H -5.360 -2.751 0.661
H -3.229 -1.688 -0.511
H -4.636 -3.798 -3.074
H -3.302 -4.921 -4.809
H -0.856 -4.507 -4.983
H 0.205 -2.920 -3.391
H -5.182 -1.306 -4.463
H -3.956 -0.684 -3.369
H -5.368 0.293 -3.753